Record 1
This record from the OMol25 dataset describes one molecule with the formula C24H36ClN5O in a non-equilibrium geometry. The level of theory is ωB97M-V/def2-TZVPD.

Cartesian coordinates (Å):
C  0.880  4.598  -1.974
C  1.919  5.140  -0.984
N  3.014  4.276  -0.602
C  4.248  4.449  -1.331
C  4.225  4.127  -2.831
C  2.791  2.971  -0.034
C  1.634  2.884  0.984
C  0.999  1.510  0.750
N  1.934  0.791  -0.108
C  1.314  -0.315  -0.818
C  0.788  -1.321  0.142
C  -0.462  -1.912  0.271
C  -1.652  -1.526  -0.527
O  -1.716  -0.388  -0.984
N  -2.643  -2.416  -0.730
C  -2.597  -3.818  -0.382
C  -3.842  -4.316  0.350
C  -4.089  -3.637  1.695
C  -4.349  -2.128  1.639
C  -5.357  -1.686  0.568
C  -4.712  -1.039  -0.659
C  -3.792  -1.945  -1.483
N  -0.462  -2.804  1.295
C  0.752  -2.783  1.805
C  1.303  -3.502  2.876
C  2.609  -3.295  3.217
C  3.380  -2.355  2.495
Cl  5.024  -2.089  2.949
C  2.853  -1.653  1.453
N  1.561  -1.879  1.113
C  2.500  1.791  -0.992
H  0.308  3.783  -1.537
H  0.186  5.395  -2.232
H  1.351  4.244  -2.887
H  1.394  5.462  -0.075
H  2.375  6.036  -1.414
H  4.560  5.494  -1.211
H  5.004  3.824  -0.847
H  3.887  3.109  -3.008
H  3.568  4.811  -3.361
H  5.227  4.234  -3.239
H  3.718  2.714  0.496
H  2.018  2.981  1.999
H  0.903  3.671  0.830
H  0.858  0.954  1.681
H  0.017  1.606  0.261
H  2.084  -0.776  -1.451
H  0.481  0.016  -1.457
H  -1.729  -3.983  0.254
H  -2.480  -4.402  -1.308
H  -4.723  -4.210  -0.285
H  -3.704  -5.386  0.525
H  -3.224  -3.809  2.338
H  -4.952  -4.124  2.157
H  -3.408  -1.602  1.488
H  -4.719  -1.832  2.624
H  -5.977  -2.531  0.264
H  -6.031  -0.942  1.001
H  -4.126  -0.176  -0.339
H  -5.500  -0.678  -1.324
H  -4.334  -2.809  -1.868
H  -3.421  -1.357  -2.330
H  0.676  -4.200  3.405
H  3.064  -3.831  4.034
H  3.386  -0.902  0.893
H  3.409  1.399  -1.454
H  1.797  2.084  -1.785

Summary:
Energy   -1745.34318 hartree
Energy relative to the best compared isomer or geometry (same formula, charge and spin)   0.115 eV
LUMO energy   0.36 eV
SMILES   CCN(CC)[C@H]1CCN(Cc2c(C(=O)N3CCCCCCC3)nc3ccc(Cl)cn23)C1
Frontier orbital gap   8.263 eV


Record 2
This record from the OMol25 dataset describes C19H33IrN5O2PS2 as an isolated structure in a non-equilibrium geometry. The level of theory is ωB97M-V/def2-TZVPD.

Cartesian coordinates (Å):
Ir  0.007  -0.367  0.214
C  3.107  -0.396  2.893
C  1.638  -0.505  2.526
N  1.366  -1.222  1.328
C  2.198  -2.246  0.731
C  1.266  -3.037  -0.182
N  0.246  -2.170  -0.907
C  0.527  -2.008  -2.355
C  1.495  -0.869  -2.594
N  0.972  0.358  -1.981
C  -0.091  1.053  -2.755
C  -1.458  1.057  -2.043
N  -1.154  1.160  -0.625
C  -1.344  2.215  0.082
C  -2.131  3.408  -0.369
C  -0.641  2.199  1.398
C  -0.619  3.158  2.377
C  0.224  2.956  3.478
C  0.987  1.812  3.586
C  0.934  0.866  2.562
N  0.142  1.106  1.529
H  3.645  0.093  2.081
H  3.535  -1.383  3.065
H  3.247  0.186  3.803
H  2.636  -2.931  1.462
H  3.029  -1.806  0.164
H  0.694  -3.732  0.427
H  1.851  -3.607  -0.904
H  -0.638  -2.664  -0.827
H  -0.420  -1.805  -2.858
H  0.933  -2.931  -2.769
H  1.645  -0.749  -3.671
H  2.466  -1.089  -2.147
H  1.731  1.002  -1.797
H  -0.209  0.579  -3.730
H  0.220  2.083  -2.920
H  -1.990  0.121  -2.207
H  -2.070  1.874  -2.421
H  -3.103  3.098  -0.752
H  -1.609  3.937  -1.169
H  -2.294  4.110  0.443
H  -1.242  4.039  2.318
H  0.268  3.704  4.259
H  1.611  1.644  4.453
C  -3.424  -2.066  5.921
C  -2.138  -1.560  5.330
O  -2.233  -1.702  3.867
P  -1.087  -1.783  2.811
S  -1.965  -1.242  1.073
S  0.671  -1.420  3.895
O  -0.713  -3.313  2.579
C  -1.731  -4.363  2.697
C  -1.414  -5.455  1.712
H  -3.354  -2.038  7.009
H  -3.616  -3.093  5.613
H  -4.265  -1.446  5.613
H  -1.281  -2.127  5.689
H  -1.979  -0.505  5.538
H  -2.718  -3.935  2.516
H  -1.691  -4.726  3.722
H  -1.592  -5.129  0.686
H  -2.052  -6.318  1.907
H  -0.377  -5.777  1.815

Summary:
Energy   -2409.69494 hartree
Energy relative to the best compared isomer or geometry (same formula, charge and spin)   1.691 eV
LUMO energy (alpha / beta)   -6.50 / -6.50 eV
Total charge   +2
Frontier orbital gap (alpha / beta)   6.529 / 6.529 eV


Record 3
This record from the OMol25 dataset describes C35H23F9FeN5PS as an isolated structure in a non-equilibrium geometry. The level of theory is ωB97M-V/def2-TZVPD.

Cartesian coordinates (Å):
Fe  -1.175  0.997  0.472
N  -2.136  4.385  -1.897
C  -1.701  3.405  -1.095
S  -2.325  1.832  -1.221
N  -0.740  3.803  -0.219
N  -0.341  2.759  0.525
C  0.635  2.980  1.387
C  1.378  4.233  1.498
C  1.487  4.856  2.743
C  2.150  6.067  2.855
C  2.722  6.647  1.732
C  2.624  6.026  0.493
C  1.943  4.829  0.370
C  0.876  1.825  2.257
C  1.859  1.767  3.226
C  1.922  0.640  4.044
C  0.999  -0.367  3.867
C  0.072  -0.258  2.833
N  0.034  0.796  2.026
H  -2.904  4.232  -2.527
H  -1.798  5.321  -1.747
H  1.013  4.419  3.613
H  2.218  6.555  3.817
H  3.246  7.589  1.821
H  3.078  6.478  -0.377
H  1.878  4.336  -0.590
H  2.560  2.578  3.340
H  2.682  0.568  4.811
H  0.988  -1.245  4.497
H  -0.656  -1.034  2.656
N  -3.328  0.367  2.544
C  -2.513  0.615  1.765
F  3.366  -2.213  -5.869
C  2.344  -1.347  -5.939
F  1.512  -1.791  -6.893
F  2.836  -0.170  -6.344
C  1.635  -1.240  -4.611
C  1.073  -2.397  -4.070
C  0.427  -2.340  -2.854
C  0.337  -1.123  -2.173
C  0.895  0.023  -2.720
C  1.550  -0.033  -3.947
P  -0.474  -1.028  -0.567
C  0.479  -2.186  0.458
C  0.016  -3.410  0.924
C  0.815  -4.191  1.752
C  2.082  -3.753  2.097
C  2.575  -2.554  1.599
C  1.772  -1.774  0.791
C  2.911  -4.542  3.079
F  4.216  -4.476  2.792
F  2.558  -5.829  3.116
F  2.756  -4.048  4.325
C  -2.139  -1.717  -0.829
C  -2.895  -2.224  0.225
C  -4.234  -2.538  0.046
C  -4.827  -2.333  -1.186
C  -4.089  -1.822  -2.246
C  -2.755  -1.510  -2.067
C  -6.296  -2.606  -1.393
F  -6.826  -3.307  -0.386
F  -6.506  -3.294  -2.526
F  -6.986  -1.458  -1.496
H  1.146  -3.333  -4.607
H  -0.010  -3.238  -2.434
H  0.818  0.969  -2.196
H  1.985  0.857  -4.380
H  -0.965  -3.771  0.651
H  0.448  -5.139  2.119
H  3.577  -2.233  1.849
H  2.156  -0.830  0.417
H  -2.469  -2.347  1.211
H  -4.812  -2.922  0.875
H  -4.557  -1.671  -3.210
H  -2.192  -1.108  -2.900

Summary:
Spin multiplicity   2
Energy   -4523.23357 hartree
Energy relative to the best compared isomer or geometry (same formula, charge and spin)   0.411 eV
LUMO energy (alpha / beta)   -5.29 / -4.57 eV
<S²>   1.09
Total charge   +1
Frontier orbital gap (alpha / beta)   6.047 / 6.719 eV


Record 4
This record from the OMol25 dataset describes one molecule with the formula C25H31N3O2S in a non-equilibrium geometry. The level of theory is ωB97M-V/def2-TZVPD.

Cartesian coordinates (Å):
C  -8.112  -1.054  -0.613
C  -7.607  -2.413  -0.136
O  -6.328  -2.731  -0.647
C  -5.224  -2.119  -0.138
C  -5.199  -1.273  0.967
C  -4.003  -0.722  1.389
C  -2.811  -0.990  0.732
C  -1.540  -0.313  1.174
N  -1.631  1.117  0.890
C  -0.714  1.950  1.648
C  0.708  1.962  1.082
N  0.637  2.416  -0.294
C  1.926  2.750  -0.876
C  2.890  1.608  -0.952
C  2.996  0.648  -1.917
N  3.909  -0.316  -1.698
C  4.537  -0.162  -0.580
C  5.573  -1.037  -0.087
C  6.193  -0.811  1.142
C  7.186  -1.661  1.587
C  7.573  -2.745  0.816
C  6.961  -2.978  -0.407
C  5.968  -2.133  -0.859
S  4.011  1.260  0.322
C  -0.146  1.484  -1.078
C  -1.588  1.424  -0.539
C  -2.344  2.724  -0.846
C  -3.809  2.644  -0.410
O  -3.969  2.631  0.982
C  -2.839  -1.847  -0.362
C  -4.025  -2.406  -0.791
H  -8.134  -1.031  -1.700
H  -9.116  -0.884  -0.236
H  -7.463  -0.253  -0.266
H  -7.612  -2.469  0.960
H  -8.255  -3.206  -0.522
H  -6.099  -1.032  1.510
H  -4.002  -0.067  2.247
H  -0.675  -0.792  0.691
H  -1.427  -0.425  2.256
H  -1.100  2.972  1.633
H  -0.700  1.606  2.685
H  1.152  0.954  1.166
H  1.326  2.657  1.655
H  1.741  3.131  -1.885
H  2.357  3.555  -0.274
H  2.421  0.621  -2.826
H  5.892  0.035  1.743
H  7.662  -1.478  2.539
H  8.350  -3.408  1.166
H  7.262  -3.822  -1.009
H  5.481  -2.297  -1.807
H  0.292  0.469  -1.063
H  -0.166  1.826  -2.115
H  -2.109  0.610  -1.056
H  -2.309  2.896  -1.923
H  -1.858  3.565  -0.353
H  -4.266  1.743  -0.853
H  -4.356  3.519  -0.773
H  -3.348  1.959  1.314
H  -1.923  -2.080  -0.886
H  -4.051  -3.072  -1.640

Summary:
Energy   -1684.16713 hartree
Energy relative to the best compared isomer or geometry (same formula, charge and spin)   1.819 eV
LUMO energy   0.17 eV
SMILES   CCOc1ccc(CN2CCN(Cc3cnc(-c4ccccc4)s3)C[C@@H]2CCO)cc1
Frontier orbital gap   8.414 eV


Record 5
This record from the OMol25 dataset describes C34H31F3N5NiO3Sb as an isolated structure. The level of theory is ωB97M-V/def2-TZVPD.

Cartesian coordinates (Å):
Ni  0.360  0.165  -1.283
C  1.528  2.786  -4.267
C  1.066  1.499  -3.629
O  0.873  1.571  -2.355
C  0.905  0.374  -4.400
C  0.496  -0.888  -3.899
C  0.342  -2.041  -4.846
N  0.243  -1.063  -2.633
N  -0.190  -2.324  -2.227
C  -0.433  -2.290  -0.957
O  -0.278  -1.211  -0.230
C  -0.927  -3.523  -0.294
C  -0.943  -4.740  -0.973
C  -1.421  -5.879  -0.346
C  -1.896  -5.814  0.960
C  -1.883  -4.604  1.637
C  -1.394  -3.467  1.012
H  2.599  2.738  -4.470
H  1.342  3.618  -3.591
H  1.016  2.962  -5.213
H  1.100  0.452  -5.459
H  0.630  -1.748  -5.852
H  -0.692  -2.387  -4.847
H  0.948  -2.883  -4.515
H  -0.577  -4.777  -1.990
H  -1.426  -6.822  -0.876
H  -2.272  -6.706  1.445
H  -2.249  -4.541  2.655
H  -1.369  -2.525  1.535
C  -0.804  4.299  1.945
N  0.009  3.236  1.401
C  1.298  2.807  1.907
C  1.564  1.560  1.064
O  2.540  0.860  1.141
N  0.484  1.387  0.217
C  -0.372  2.374  0.451
N  -1.547  2.471  -0.182
H  -0.323  4.678  2.842
H  -1.793  3.928  2.225
H  -0.911  5.128  1.241
H  1.255  2.544  2.966
H  2.079  3.552  1.746
H  -1.668  1.880  -0.991
H  -2.073  3.325  -0.143
F  -1.112  1.883  9.345
C  -1.081  1.482  8.059
C  -0.123  0.571  7.667
C  -0.102  0.160  6.339
C  -1.023  0.654  5.419
C  -1.968  1.581  5.858
C  -2.012  2.000  7.179
Sb  -0.995  0.133  3.340
C  0.098  -1.684  3.533
C  -0.330  -2.701  4.384
C  0.331  -3.917  4.429
C  1.423  -4.098  3.601
F  2.064  -5.283  3.632
C  1.878  -3.116  2.746
C  1.205  -1.902  2.716
C  -2.944  -0.745  3.308
C  -3.535  -0.956  2.062
C  -4.770  -1.579  1.949
C  -5.410  -1.974  3.107
F  -6.612  -2.575  3.011
C  -4.866  -1.773  4.360
C  -3.626  -1.155  4.451
H  0.587  0.193  8.390
H  0.644  -0.561  6.027
H  -2.703  1.981  5.165
H  -2.748  2.710  7.532
H  -1.201  -2.556  5.014
H  0.010  -4.722  5.077
H  2.731  -3.307  2.109
H  1.544  -1.139  2.026
H  -3.019  -0.653  1.156
H  -5.230  -1.766  0.988
H  -5.407  -2.098  5.238
H  -3.194  -0.992  5.431

Summary:
Energy   -3861.94519 hartree
Energy relative to the best compared isomer or geometry (same formula, charge and spin)   0.326 eV
LUMO energy   0.07 eV
Frontier orbital gap   7.377 eV


Record 6
This record from the OMol25 dataset describes C5H9NO as an isolated structure. The level of theory is ωB97M-V/def2-TZVPD.

Cartesian coordinates (Å):
C  2.145  -0.808  -0.517
C  1.894  0.570  -0.059
N  2.216  1.633  0.402
O  0.144  0.972  -0.312
C  -0.781  0.335  0.509
C  -1.534  -0.826  -0.071
C  -2.231  0.489  0.174
H  1.454  -1.498  -0.025
H  1.990  -0.874  -1.597
H  3.176  -1.082  -0.277
H  0.940  1.828  0.211
H  -0.505  0.286  1.565
H  -1.312  -1.079  -1.104
H  -1.771  -1.671  0.570
H  -2.460  1.099  -0.694
H  -2.948  0.560  0.987

Summary:
Energy   -325.77519 hartree
Energy relative to the best compared isomer or geometry (same formula, charge and spin)   4.418 eV
LUMO energy   0.91 eV
Frontier orbital gap   10.172 eV